Formula: C5H11O2
Source: the Open Molecules 2025 dataset
Level of theory: wB97M-V/def2-TZVPD

Structure (XYZ):
```
18
Properties=species:S:1:pos:R:3:forces:R:3:lowdin_charge:R:1
O 2.26128 0.75124 -2.16950 0.0 0.0 0.0 -0.0955
O 1.48385 -1.24300 -1.46826 -0.2 -0.5 -0.1 -0.0902
C 1.75439 -0.03627 -1.33815 0.1 0.1 0.2 -0.7776
C -1.92523 -1.36289 -0.30499 0.1 0.6 0.4 -0.1498
C -2.77591 -0.68326 0.77299 -0.9 -0.8 -0.3 -0.1813
C 1.39110 0.62202 0.01772 -0.7 0.8 -0.4 -0.2193
C 2.49802 1.52426 0.53867 -0.3 0.2 1.2 -0.1443
H -3.80259 -1.07294 0.66986 0.1 0.2 -0.1 0.0522
H 0.54835 1.28788 -0.23270 0.2 0.2 -0.2 0.0960
H 2.75179 2.27136 -0.20515 0.2 -0.1 -0.2 0.0578
H -0.91200 -0.97286 -0.43232 -0.1 -0.1 0.2 0.0383
H -2.56279 -0.92093 1.81104 0.7 0.2 0.1 0.0493
H -1.85839 -2.42593 -0.12149 0.0 -0.3 -0.1 0.0592
H 2.13686 2.04879 1.43514 0.0 0.2 -0.1 0.0498
H -2.44172 -1.17532 -1.23542 0.0 -0.2 -0.5 0.0581
H 3.39782 1.01613 0.90109 0.0 -0.2 -0.5 0.0629
H 0.89631 -0.00935 0.76062 0.8 -0.5 0.0 0.0836
H -2.84114 0.38106 0.60084 0.1 0.4 0.2 0.0508
```
Positions in Å, forces in eV/Å.

Summary:
Kohn-Sham gap (Ha): 0.277
2S+1: 1
E_LUMO (eV): 3.670
Energy (Ha): -347.6364
Total charge: -1

Formula: C5H11O2P
Source: the Open Molecules 2025 dataset
Level of theory: wB97M-V/def2-TZVPD

Structure (XYZ):
```
19
Properties=species:S:1:pos:R:3:forces:R:3:lowdin_charge:R:1
P -0.24840 -1.91436 -0.02218 -1.8 0.0 0.9 0.8628
O -0.14833 1.89977 0.23681 -0.3 1.6 0.7 -0.0370
O 2.57289 -0.12875 -0.58741 -3.4 4.1 -1.5 0.0004
C 0.83977 -0.91228 1.08870 0.0 -0.5 -1.0 -0.3345
C -2.25681 0.07025 0.11048 1.6 0.0 0.2 -0.1803
C 0.43608 0.99699 -0.56853 -2.1 -3.3 0.7 -0.1999
C 1.46136 0.28108 0.24948 0.5 -1.3 0.6 -0.3750
C -1.16319 -0.53905 -0.73818 1.6 2.4 -0.1 -0.4395
H 0.49818 -1.97236 -1.12382 1.7 -0.4 -1.4 -0.0901
H 3.00863 -0.82026 -0.23960 2.2 -3.8 2.1 0.0141
H -1.26691 -0.39723 -1.82909 -0.1 -0.8 0.6 0.0679
H 0.63788 1.30317 -1.56179 0.5 0.2 -0.8 0.1209
H 1.58948 -1.68000 1.35621 0.1 0.7 0.5 0.0605
H -2.73598 0.78813 -0.49562 -1.2 0.8 -0.6 0.0471
H -0.50911 2.62362 -0.27327 -0.2 0.2 -0.1 0.1170
H -2.96172 -0.64311 0.54684 0.2 0.2 0.0 0.0720
H -1.72344 0.70328 0.85683 -0.7 -0.7 0.1 0.0667
H 0.20707 -0.65252 1.98519 1.0 0.1 -0.9 0.0938
H 1.76253 0.99364 1.00895 0.6 0.3 0.0 0.1329
```
Positions in Å, forces in eV/Å.

Summary:
Kohn-Sham gap (Ha): 0.305
2S+1: 1
E_LUMO (eV): 0.693
Energy (Ha): -688.8222

Formula: C5H11O2S
Source: the Open Molecules 2025 dataset
Level of theory: wB97M-V/def2-TZVPD

Structure (XYZ):
```
19
Properties=species:S:1:pos:R:3:forces:R:3:lowdin_charge:R:1
S -1.95475 1.69645 -0.23575 0.3 -0.5 -0.2 0.6900
O 0.18390 -2.22339 -0.20781 -1.3 -0.9 -0.4 -0.1260
O 2.16281 -1.73581 -1.08202 0.5 -0.4 1.8 -0.1097
C -0.24573 2.14864 0.21773 1.7 0.0 -1.6 -0.5685
C 0.60047 1.47272 1.38176 -1.6 2.0 -1.4 -0.1181
C 1.39612 -1.98036 -0.11329 -0.8 2.2 0.2 -0.7407
C -1.79484 0.29647 -1.46066 4.2 -1.0 1.6 -0.4113
C 1.67702 -1.78878 1.51438 0.6 1.1 -2.7 -0.0492
H -1.15814 0.54139 -2.40960 -1.8 -0.2 1.5 0.0681
H 1.62348 -2.79513 1.75775 0.3 -1.9 1.2 0.0118
H 0.43001 2.09421 2.25888 0.2 -0.8 0.5 0.0615
H 1.62251 1.43489 1.10762 1.4 1.1 -0.4 0.0529
H -2.78715 -0.05828 -1.48765 -1.2 -0.3 -1.0 -0.0277
H 0.86140 -1.26890 2.03885 0.4 -0.2 -0.6 0.0393
H 0.33859 1.94270 -0.71209 -0.5 -0.1 0.4 0.0618
H -1.18669 -0.60403 -0.93154 -1.2 2.0 -1.1 0.0623
H 2.65191 -1.34427 1.64991 0.3 0.0 0.5 0.0394
H -0.21553 3.27412 0.17261 -0.1 -1.0 0.8 0.0556
H 0.52367 0.42167 1.40634 -1.5 -1.1 0.7 0.0084
```
Positions in Å, forces in eV/Å.

Summary:
Kohn-Sham gap (Ha): 0.267
2S+1: 1
E_LUMO (eV): 3.215
Energy (Ha): -745.7733
Total charge: -1

Formula: C5H11O2S
Source: the Open Molecules 2025 dataset
Level of theory: wB97M-V/def2-TZVPD

Structure (XYZ):
```
19
Properties=species:S:1:pos:R:3:forces:R:3:lowdin_charge:R:1
S 1.87196 -1.90185 0.64052 -0.4 1.4 -0.2 0.7321
O -1.81361 0.43406 -2.15731 -0.2 0.0 -0.5 -0.0820
O -2.30173 2.34338 -0.99583 -0.1 -0.4 -0.7 -0.0960
C -1.00181 0.68969 0.07164 1.2 1.1 0.9 -0.2100
C 1.93175 -1.19664 -1.02971 0.4 -1.2 -0.6 -0.4338
C -1.81618 1.20125 -1.18521 0.6 0.3 1.7 -0.7523
C 1.98229 -0.51830 1.85532 2.0 -1.8 -0.3 -0.4027
C -1.52332 1.07608 1.43298 -0.2 2.1 1.0 -0.1678
H -0.86754 0.93564 2.30615 0.0 -1.2 -0.3 0.0436
H -2.52229 0.78372 1.64051 -0.9 -0.7 0.4 0.0492
H 2.94473 -0.95794 -1.35677 0.1 0.1 0.3 0.0201
H 2.19343 -1.19294 2.67334 0.0 0.2 0.8 -0.0049
H -0.73728 -0.35992 0.07185 0.0 -0.3 -0.4 0.0683
H -1.54866 2.17966 1.55225 -0.4 -0.2 -0.8 0.0708
H -0.07387 1.30596 0.19205 0.0 -0.7 -1.3 0.1017
H 1.63370 -2.06885 -1.63967 0.1 0.3 0.1 0.0274
H 2.87111 0.09779 1.75377 0.3 -0.1 -0.4 0.0312
H 1.21324 0.12933 2.13545 -1.9 0.5 -0.3 -0.0151
H 1.26931 -0.40149 -1.31961 -0.5 0.4 0.5 0.0203
```
Positions in Å, forces in eV/Å.

Summary:
Kohn-Sham gap (Ha): 0.254
2S+1: 1
E_LUMO (eV): 2.948
Energy (Ha): -745.7971
Total charge: -1